Entry from the OMol25 dataset: a gas-phase ion, C4H9N2 (charge +1) (the ωB97M-V functional and the def2-TZVPD basis).

Properties
**Charge**: +1

```
15
Properties=species:S:1:pos:R:3:forces:R:3
C -0.59723 -1.58074 -0.16782 3.3 -2.5 -0.6
C 1.89321 0.34132 0.66002 0.5 -0.6 1.2
C 1.45002 -0.19343 -0.61631 -1.0 0.2 -3.1
C -2.11700 0.27625 0.40925 -3.4 -2.3 3.1
N 0.33807 -0.82869 -0.92785 0.0 0.6 1.9
N -1.61625 -1.12120 0.35670 -3.3 0.2 1.4
H 1.01658 0.54424 1.27803 0.4 0.2 0.3
H 2.68061 -0.21380 1.27414 -1.3 0.0 -1.0
H 1.93817 0.24704 -1.53181 -0.1 -1.2 0.9
H 2.45639 1.21104 0.36896 -0.1 0.8 0.3
H -3.27511 0.25725 0.33641 2.1 0.2 -0.4
H -1.90223 0.62744 1.41635 0.0 0.2 0.1
H -1.60893 0.85563 -0.24413 1.2 1.8 -2.4
H 0.14929 -1.24380 -1.82850 0.8 0.6 -1.2
H -2.19668 -1.91260 0.79364 0.8 2.0 -0.6
```
Forces are in eV/Å.



Entry from the OMol25 dataset: a molecular structure, C37H56AsClHfP3S4Si (the ωB97M-V functional and the def2-TZVPD basis).

Properties
**Charge**: -1

```
104
Properties=species:S:1:pos:R:3:forces:R:3
Hf -0.35847 0.46084 0.95980 0.1 0.3 -0.5
C -0.82311 6.15100 0.66262 0.0 0.0 0.0
C -1.19387 4.67262 0.52328 0.0 0.0 0.0
C -2.35762 4.50809 -0.45270 0.0 0.0 0.0
P 0.13927 3.40112 0.19354 0.0 -0.1 0.2
C 1.61781 4.13772 1.03391 0.0 0.0 0.0
C 2.88234 3.35146 0.69411 0.0 0.0 0.0
C 1.40748 4.24038 2.54418 0.0 0.0 0.0
C 0.57577 3.56994 -1.57604 0.0 -0.1 0.0
C 0.69515 4.83677 -2.15665 0.0 0.0 0.0
C 0.93155 4.98770 -3.51093 0.0 0.0 0.0
C 1.06371 3.85616 -4.30407 0.0 0.0 0.0
C 1.00102 2.60207 -3.72284 0.0 0.0 0.0
C 0.77078 2.41663 -2.35269 0.0 0.0 0.0
Si 0.90947 0.63220 -1.60135 0.0 -0.1 0.2
C 2.76379 0.27329 -1.96689 0.1 0.1 -0.1
C 3.63429 1.31505 -2.31564 0.0 0.0 0.0
C 4.97828 1.09714 -2.57930 0.0 0.0 0.0
C 5.49709 -0.18586 -2.49963 0.0 0.0 0.0
C 4.65714 -1.23136 -2.15569 0.0 0.0 0.0
C 3.30112 -1.02452 -1.89756 0.0 -0.1 0.0
P 2.20227 -2.37160 -1.28976 0.0 0.0 0.0
C 2.20020 -3.72627 -2.61056 0.0 -0.1 0.0
C 0.74999 -4.12191 -2.88851 -0.1 0.0 0.1
C 2.96106 -3.46982 -3.90702 0.0 0.1 0.0
C 3.33848 -3.18687 -0.06509 0.0 0.0 0.0
C 2.57705 -4.32843 0.60910 0.0 0.0 0.1
C 3.84188 -2.18652 0.97318 0.0 0.0 0.0
C 0.01035 -0.37391 -2.96793 0.0 0.0 -0.1
C 0.66077 -0.71622 -4.16097 0.0 0.1 0.0
C 0.00191 -1.35226 -5.19942 0.0 0.0 0.0
C -1.33888 -1.69203 -5.06287 0.0 0.0 0.0
C -1.99817 -1.39019 -3.88448 0.0 0.0 0.0
C -1.33738 -0.73339 -2.84228 0.0 0.1 0.0
P -2.20900 -0.26447 -1.30627 0.1 -0.2 0.1
C -3.31382 -1.72428 -0.98132 0.0 0.0 -0.1
C -4.02613 -1.52692 0.35755 0.0 0.0 0.0
C -2.60535 -3.07844 -1.04458 0.0 0.0 0.0
C -3.40765 1.05094 -1.89379 0.0 0.0 0.0
C -4.73080 0.57619 -2.49181 0.0 -0.1 0.0
C -2.70525 1.97634 -2.88798 0.0 0.0 0.0
H -1.68985 6.68735 1.05921 0.0 0.0 0.0
H -0.57982 6.61986 -0.29014 0.0 0.0 0.0
H 0.00422 6.32051 1.35065 0.0 0.0 0.0
H -1.54326 4.34945 1.50448 0.0 0.0 0.0
H -2.09768 4.87014 -1.44940 0.0 0.0 0.0
H -3.22292 5.07474 -0.09915 0.0 0.0 0.0
H -2.65824 3.46576 -0.54586 0.0 0.0 0.0
H 1.72847 5.14534 0.61601 0.0 0.0 0.0
H 2.80701 2.30924 1.01147 0.0 0.0 0.0
H 3.73996 3.79231 1.20843 0.0 0.0 0.0
H 3.08781 3.36662 -0.37628 0.0 0.0 0.0
H 1.35277 3.24995 2.99632 0.0 0.0 0.0
H 0.49047 4.77080 2.80522 0.0 0.0 0.0
H 2.24973 4.77556 2.99089 0.0 0.0 0.0
H 0.61193 5.72062 -1.54231 0.0 0.0 0.0
H 1.01183 5.97805 -3.94265 0.0 0.0 0.0
H 1.23739 3.95297 -5.36945 0.0 0.0 0.0
H 1.14670 1.73745 -4.35699 0.0 0.0 0.0
H 3.25990 2.32747 -2.39366 0.0 0.0 0.0
H 5.61763 1.93246 -2.84049 0.0 0.0 0.0
H 6.54846 -0.36908 -2.68802 0.0 0.0 0.0
H 5.07025 -2.22713 -2.05208 0.0 0.0 0.0
H 2.67945 -4.58063 -2.11633 0.0 0.1 0.0
H 0.19294 -3.30074 -3.34407 0.0 0.0 0.0
H 0.24032 -4.38364 -1.95897 0.0 0.0 0.0
H 0.70280 -4.98220 -3.56383 0.0 0.0 0.0
H 2.58003 -2.59606 -4.43731 0.0 0.0 0.0
H 2.86028 -4.33154 -4.57472 0.0 0.0 0.0
H 4.02122 -3.30843 -3.72994 0.1 0.0 0.0
H 4.19266 -3.61016 -0.60984 0.0 0.0 0.0
H 1.75775 -3.93033 1.21164 0.0 0.0 0.0
H 3.24208 -4.87362 1.28385 0.0 0.0 0.0
H 2.16909 -5.04472 -0.11128 0.0 0.0 0.0
H 3.01020 -1.72715 1.50686 0.0 0.0 0.0
H 4.44139 -1.39379 0.52445 0.0 0.0 0.0
H 4.44999 -2.69936 1.72265 0.0 0.0 0.0
H 1.71427 -0.48016 -4.27132 0.0 0.0 0.0
H 0.53647 -1.59875 -6.10956 0.0 0.0 0.0
H -1.86087 -2.20453 -5.86172 0.0 0.0 0.0
H -3.03630 -1.68120 -3.77206 0.0 0.0 0.0
H -4.06086 -1.72088 -1.77903 0.0 0.0 0.0
H -4.48282 -0.53744 0.44691 0.0 0.0 0.0
H -3.31876 -1.64604 1.18020 0.0 0.0 0.0
H -4.81575 -2.27299 0.47784 0.0 0.0 0.0
H -1.84850 -3.17855 -0.27013 0.0 0.0 0.0
H -2.13065 -3.24737 -2.01008 0.0 0.0 0.0
H -3.34751 -3.86687 -0.88829 0.0 0.0 0.0
H -3.63839 1.61391 -0.98460 0.0 0.0 0.0
H -4.56702 -0.02939 -3.38637 0.0 0.0 0.0
H -5.31723 1.44745 -2.79435 0.0 0.0 0.0
H -5.33351 0.00217 -1.78882 0.0 0.0 0.0
H -2.50403 1.44732 -3.82171 0.0 0.0 0.0
H -1.75212 2.35057 -2.51790 0.0 0.0 0.0
H -3.34402 2.83463 -3.11236 0.0 0.0 0.0
S -1.18448 -0.72078 4.69572 0.0 0.0 0.1
As 0.40230 -1.28297 3.47945 0.1 0.1 -0.3
S 1.44492 0.57637 2.61250 0.0 0.0 0.1
S -0.51971 -1.90020 1.46215 0.0 -0.1 0.1
S 1.87253 -2.65488 4.00225 0.0 -0.1 0.1
Cl -1.76109 2.44002 2.98921 -0.1 0.0 0.1
C -2.35645 1.34823 1.65293 0.1 0.0 0.0
H -2.97573 1.97971 1.01741 0.0 0.0 0.0
H -2.98460 0.61326 2.15590 0.0 0.0 0.0
```
Forces are in eV/Å.



Entry from the OMol25 dataset: a molecular structure, C31H24InO6 (the ωB97M-V functional and the def2-TZVPD basis).

Properties
**Charge**: -1

```
62
Properties=species:S:1:pos:R:3:forces:R:3
O 5.93633 1.84876 2.90402 -0.1 -0.2 0.2
C 5.86983 2.57033 1.95584 -0.1 0.3 -0.2
O 6.38940 2.15434 0.75227 0.4 -0.2 0.2
C 5.23341 3.94364 1.92920 0.2 0.1 0.0
C 3.71938 3.98517 1.58001 0.2 -0.1 0.2
In 2.52007 2.08875 1.41899 0.0 -0.2 -0.1
H 6.77074 2.91667 0.30716 -0.4 0.1 -0.2
H 5.78651 4.54925 1.19555 0.0 0.0 0.1
H 5.42702 4.38122 2.91272 -0.1 -0.1 0.0
H 3.22841 4.56174 2.36846 -0.1 0.1 -0.2
H 3.61679 4.53393 0.64043 -0.2 0.0 0.1
H 0.83097 2.50873 1.05518 0.0 0.1 0.1
H 3.13949 1.09383 0.09573 0.1 0.0 0.0
H 2.61656 1.20928 2.96323 -0.1 0.0 0.1
C -6.67331 -0.61436 1.73614 0.0 0.0 0.0
C -5.87547 -0.23382 0.66110 0.0 0.0 0.0
C -4.53094 0.03198 0.85491 -0.1 0.0 0.0
C -3.98003 -0.07612 2.12619 0.0 0.0 0.0
C -4.78095 -0.43934 3.20775 0.0 0.0 0.0
C -6.12915 -0.71541 3.00501 0.0 0.0 0.0
C -4.22202 -0.52464 4.59446 0.1 0.0 0.0
O -4.92930 -0.85229 5.52607 0.0 0.0 0.0
C -2.78545 -0.18608 4.78273 -0.1 0.0 0.0
C -2.24096 -0.20650 6.06249 0.0 0.0 0.0
C -0.90182 0.09900 6.24477 0.0 0.0 0.0
C -0.09673 0.42154 5.15588 0.0 0.0 0.0
C -0.62952 0.44632 3.87809 0.0 0.0 0.0
C -1.97608 0.14542 3.69449 0.0 0.0 0.0
C -2.52292 0.19741 2.30970 0.3 0.0 0.3
O -1.79318 0.45434 1.38309 -0.3 -0.1 -0.5
H -7.72367 -0.82680 1.58162 0.0 0.0 0.0
H -6.30663 -0.14307 -0.32807 0.0 0.0 0.0
H -3.88886 0.33274 0.03692 0.0 0.0 0.0
H -6.73491 -1.00358 3.85372 0.0 0.0 0.0
H -2.87741 -0.46158 6.89930 0.0 0.0 0.0
H -0.47975 0.08648 7.24192 0.0 0.0 0.0
H 0.95030 0.65746 5.29737 0.0 0.0 -0.1
H -0.01539 0.70256 3.02161 0.0 0.0 0.0
C 4.51004 -1.27413 -4.96445 0.0 0.0 0.0
C 4.12462 -1.91347 -6.13926 0.0 0.0 0.0
C 2.79524 -2.23275 -6.35552 0.1 0.0 0.0
C 1.84222 -1.91919 -5.39173 0.0 0.0 0.0
C 2.23409 -1.28960 -4.21065 0.0 0.0 0.0
C 3.56819 -0.96120 -3.99920 0.1 0.0 0.0
C 1.24345 -0.96250 -3.14167 -0.1 0.0 0.0
O 1.57701 -0.41146 -2.12271 0.0 0.0 0.0
C -0.17906 -1.35534 -3.37497 0.0 0.0 0.0
C -1.10857 -1.10802 -2.37009 0.0 0.0 0.0
C -2.43237 -1.46499 -2.56267 0.0 0.0 0.0
C -2.83383 -2.05704 -3.75683 0.0 0.0 0.0
C -1.91009 -2.30311 -4.75797 -0.1 0.0 0.0
C -0.57536 -1.95934 -4.56803 0.0 0.0 0.0
C 0.41165 -2.25954 -5.64643 0.0 0.0 0.0
O 0.06377 -2.76801 -6.69321 0.0 0.0 0.0
H 5.54995 -1.02163 -4.80098 0.0 0.0 0.0
H 4.86644 -2.16224 -6.88773 0.0 0.0 0.0
H 2.47708 -2.72551 -7.26447 0.0 0.0 0.0
H 3.84220 -0.46675 -3.07544 0.0 0.0 0.0
H -0.77663 -0.64098 -1.45058 0.0 0.0 0.0
H -3.15631 -1.28431 -1.77777 0.0 0.0 0.0
H -3.87146 -2.33013 -3.90291 0.0 0.0 0.0
H -2.20302 -2.76605 -5.69076 0.0 0.0 0.0
```
Forces are in eV/Å.



In the order shown, the computed orbital gap values come out to 8.51 6.86 5.72 eV.
In the order shown, the computed HOMO values come out to -0.4801 -0.1710 -0.1725 Eh.